ORCA calculation (ωB97M-V/def2-TZVPD) on C4H6N2O in the gas phase in a non-equilibrium geometry.

```
13
C4H6N2O (ωB97M-V/def2-TZVPD)
H 1.969 1.764 -1.258
N 1.112 1.378 -0.871
C 1.203 1.266 0.382
O 0.215 0.787 1.162
C -0.931 0.251 0.504
C -0.736 -1.251 0.234
C -0.320 -1.590 -1.131
N -0.031 -1.899 -2.207
H 2.056 1.523 1.013
H -1.135 0.804 -0.416
H -1.752 0.390 1.210
H 0.014 -1.629 0.938
H -1.664 -1.794 0.439
```

The HOMO energy comes out at -10.453 eV. The SMILES is [H]/N=C/OCCC#N.


ORCA calculation (ωB97M-V/def2-TZVPD) on 2 unconnected molecules or ions with the total composition C4H6N2O.

```
13
C4H6N2O (ωB97M-V/def2-TZVPD)
C 1.018 1.339 1.306
C 0.801 1.243 -0.083
N -0.170 0.393 -0.364
N -0.571 -0.070 0.822
C 0.111 0.467 1.856
H 1.727 1.959 1.828
H 1.309 1.744 -0.896
H -1.212 -0.844 0.850
H -0.119 0.207 2.878
C -0.731 -1.532 -2.089
O 0.009 -2.223 -1.435
H -0.389 -0.681 -2.699
H -1.824 -1.724 -2.118
```

The HOMO energy comes out at -9.503 eV. The SMILES is c1cn[nH]c1.C=O.


ORCA calculation (ωB97M-V/def2-TZVPD) on a molecular structure, C4H6N2O in a non-equilibrium geometry.

```
13
C4H6N2O (ωB97M-V/def2-TZVPD)
C -2.372 0.078 -0.062
C -0.880 0.007 -0.211
N -0.373 -0.337 -1.359
O 1.008 -0.334 -1.212
C 1.270 -0.059 0.100
N 2.552 -0.259 0.625
C 0.131 0.239 0.833
H -2.883 -0.456 -0.870
H -2.713 -0.324 0.898
H -2.673 1.129 -0.101
H 3.289 0.334 0.269
H 2.788 -1.237 0.493
H 0.857 1.219 0.596
```

The HOMO energy comes out at -9.164 eV.


ORCA calculation (ωB97M-V/def2-TZVPD) on C4H6N2O in the gas phase.

```
13
C4H6N2O (ωB97M-V/def2-TZVPD)
C -1.932 0.122 0.663
C -0.593 -0.531 0.498
N -0.304 -1.398 -0.444
C 0.949 -1.054 -0.908
C 1.380 0.068 -0.250
O 2.349 0.995 -0.440
N 0.464 0.315 0.717
H -2.513 -0.195 -0.202
H -1.741 1.197 0.538
H -2.495 -0.018 1.582
H 1.401 -1.566 -1.745
H 2.555 0.988 -1.381
H 0.479 1.077 1.374
```

The HOMO energy comes out at -7.992 eV. The SMILES is Cc1ncc(O)[nH]1.


Calculated HOMO-LUMO gap in order - 0.4116 0.3861 0.3594 0.3175 Eh
Calculated DFT total energy in order - -340.741652 -340.717047 -340.614835 -340.743599 Eh
Calculated energy relative to the best compared isomer or geometry (same formula, charge and spin) in order - 139.8 204.4 472.8 134.7 kJ/mol